# 1
A single C7H10O3 molecule in a non-equilibrium geometry, computed with wB97M-V/def2-TZVPD.

Values from the calculation:
Energy relative to the best compared isomer or geometry (same formula, charge and spin), kJ/mol: 224.9
Multiplicity: 1
Gap between HOMO and LUMO, eV: 9.173
Molar mass, g/mol: 142.154
SMILES: CC(C)(/C=C\O)C(=O)C=O

Positions of all 20 atoms, in Å:
1 O 2.104 -1.850 0.596
2 H -2.497 0.504 -0.146
3 C -1.076 -1.407 0.344
4 H 1.275 2.036 2.140
5 H 0.435 -0.082 1.954
6 H -1.691 -1.689 -0.527
7 H -1.649 -1.288 1.181
8 H -1.696 0.022 -1.865
9 O 1.386 0.594 -1.566
10 C -0.425 -0.079 -0.075
11 H -0.414 -2.238 0.590
12 C -1.550 0.620 -0.796
13 C 0.920 -0.187 -0.780
14 H 1.480 -2.287 -1.369
15 C 0.241 0.585 1.134
16 C 0.824 1.826 1.147
17 O 1.052 2.692 0.194
18 H 1.084 2.151 -0.684
19 H -1.366 1.633 -1.033
20 C 1.565 -1.556 -0.440


# 2
A molecular structure, BrFS in a non-equilibrium geometry, computed with wB97M-V/def2-TZVPD.

Values from the calculation:
Energy relative to the best compared isomer or geometry (same formula, charge and spin), kJ/mol: 257.7
Multiplicity: 1
Gap between HOMO and LUMO (spin up / spin down), eV: 5.906 / 5.883
Molar mass, g/mol: 130.969

Positions of all 3 atoms, in Å:
1 S -2.013 0.579 0.000
2 Br -0.181 -0.343 0.000
3 F 2.194 -0.235 0.000


# 3
2 unconnected molecules or ions with the total composition C4H11NO2 in a non-equilibrium geometry, computed with wB97M-V/def2-TZVPD.

Values from the calculation:
Energy relative to the best compared isomer or geometry (same formula, charge and spin), kJ/mol: 55.3
Multiplicity: 1
Gap between HOMO and LUMO, eV: 9.887
Molar mass, g/mol: 105.137
SMILES: CC(=O)O.CCN

Positions of all 18 atoms, in Å:
1 H -0.176 -0.331 2.702
2 H -0.098 1.107 3.628
3 H 1.352 0.542 2.805
4 C 0.916 -1.957 -2.553
5 C -0.037 1.376 1.394
6 N -1.403 1.321 0.901
7 O -0.152 0.123 -2.661
8 H 1.006 -2.837 -1.923
9 O -0.487 -1.033 -0.793
10 H 0.308 2.419 1.466
11 H 1.815 -1.492 -2.938
12 H 0.270 -2.246 -3.384
13 H -2.080 1.118 1.641
14 H 0.639 0.954 0.656
15 H -1.495 0.458 0.366
16 H -0.747 0.728 -2.180
17 C 0.100 -0.919 -1.836
18 C 0.270 0.669 2.709


# 4
A molecular structure, C33H30F2N6O5S3W in a non-equilibrium geometry, computed with wB97M-V/def2-TZVPD.

Values from the calculation:
Total charge: -1
Energy relative to the best compared isomer or geometry (same formula, charge and spin), kJ/mol: 0.0
Multiplicity: 2
Gap between HOMO and LUMO (spin up / spin down), eV: 6.751 / 6.906
Molar mass, g/mol: 908.677

Positions of all 80 atoms, in Å:
1 H -3.774 -3.164 0.573
2 H 5.767 2.420 2.042
3 C 3.738 1.940 2.544
4 C 0.238 5.635 1.070
5 H -3.599 1.306 2.995
6 H -1.423 -3.157 -3.790
7 S -0.783 1.036 -1.887
8 O -0.844 -1.761 -1.928
9 C -2.026 -5.594 1.916
10 F -4.037 -1.252 -0.192
11 C -1.043 0.094 -3.283
12 C -1.229 0.578 -4.589
13 C -2.866 -4.334 2.154
14 H -1.807 -2.371 -6.168
15 C -0.808 6.950 -0.648
16 C -2.658 -4.707 -0.128
17 H 5.115 4.132 0.375
18 H -3.222 -0.671 -1.881
19 H -1.296 -7.529 -0.064
20 C -0.190 2.140 0.951
21 N -3.392 -4.065 0.818
22 H 1.609 1.157 -0.738
23 C 3.155 -2.143 0.367
24 S -2.795 -4.500 -1.781
25 H -0.588 3.700 -1.571
26 C 0.805 -3.082 0.413
27 C -0.217 6.857 0.605
28 H -0.934 1.958 3.708
29 C -1.777 0.820 2.279
30 H -0.321 0.424 3.641
31 H -1.063 -5.557 2.427
32 C 2.022 3.074 1.274
33 H 0.052 -6.395 0.270
34 O 5.931 -2.305 0.702
35 C 4.354 3.584 0.916
36 H 0.703 5.562 2.046
37 C 0.106 4.484 0.294
38 C -3.069 -0.467 -0.815
39 N -2.964 1.615 2.268
40 H 3.555 -3.101 0.668
41 C -1.494 -0.288 -5.618
42 C -1.583 -1.667 -5.382
43 S -1.952 -1.003 1.977
44 C 4.007 -1.055 0.170
45 N -1.168 0.978 3.581
46 C 0.601 3.189 0.838
47 O 1.132 -4.230 0.594
48 N 1.257 -0.789 -0.167
49 N -1.841 -5.580 0.480
50 H 4.016 1.191 3.275
51 H -1.397 5.875 -2.407
52 H 4.088 0.988 -0.419
53 O -0.446 -2.672 0.407
54 H 1.636 1.585 2.765
55 F -3.523 0.835 -0.610
56 N -1.110 -1.247 -3.125
57 C -0.929 1.075 1.041
58 O 6.134 -0.073 0.379
59 H -0.113 7.740 1.224
60 H 2.739 4.522 -0.138
61 H -1.170 1.646 -4.743
62 H -2.240 -3.514 2.500
63 H -3.672 -4.493 2.869
64 C 1.800 -1.970 0.195
65 C 2.401 2.157 2.256
66 H -1.164 7.905 -1.013
67 C 4.724 2.641 1.863
68 H -1.645 0.099 -6.618
69 C -0.938 5.812 -1.428
70 C 3.442 0.136 -0.258
71 H -2.549 -6.509 2.223
72 C -1.383 -2.126 -4.111
73 W -0.978 -0.785 -0.133
74 H -3.416 1.580 1.363
75 C 2.075 0.236 -0.420
76 C -0.940 -6.497 -0.167
77 C -0.481 4.587 -0.962
78 H -0.882 -6.238 -1.220
79 C 5.525 -1.157 0.461
80 C 3.014 3.803 0.624


# 5
7 unconnected molecules or ions with the total composition C46H45F9O5 in a non-equilibrium geometry, computed with wB97M-V/def2-TZVPD.

Values from the calculation:
Multiplicity: 1
Gap between HOMO and LUMO, eV: 9.425
Molar mass, g/mol: 848.843
SMILES: CCCCO[C@H]1OC(=O)O[C@@H]1C[C@@H](O)C(F)(F)F.Fc1ccccc1.Fc1ccccc1.Fc1ccccc1.Fc1ccccc1.Fc1ccccc1.Fc1ccccc1

Positions of all 105 atoms, in Å:
1 C -7.897 1.061 3.842
2 C -2.759 -2.559 -0.171
3 H -3.141 -1.492 2.512
4 C 5.960 1.246 -0.100
5 H -2.395 5.923 5.060
6 H 6.155 -6.450 0.461
7 H -9.442 0.995 5.328
8 H 6.034 1.043 0.959
9 C 9.467 5.675 -2.508
10 F 9.180 3.817 -3.922
11 H -5.495 2.961 5.237
12 H 9.009 5.122 -1.698
13 F 3.962 0.246 -2.933
14 H 3.710 -6.532 0.806
15 H -7.613 0.695 -3.046
16 C 5.774 1.760 -2.830
17 H 10.839 8.679 -3.248
18 C -5.104 3.839 3.329
19 H -3.079 -2.916 -1.144
20 H 9.814 7.450 -1.365
21 C -4.894 1.352 -1.140
22 H -4.643 -1.650 -0.115
23 C -7.231 0.366 2.842
24 H 3.998 -10.717 1.711
25 C 5.819 -9.703 1.250
26 H -7.612 2.075 4.070
27 C -0.157 -1.757 -2.668
28 H -4.555 4.831 1.521
29 H -3.729 4.302 6.362
30 H -6.773 4.112 -0.588
31 H -8.924 -2.565 2.989
32 H 4.287 -0.082 -0.413
33 O 1.404 -3.483 0.075
34 H -6.423 0.816 2.284
35 C -3.910 4.425 5.303
36 C 4.454 -9.773 1.443
37 C -6.484 3.148 -0.987
38 H -2.920 -0.345 1.228
39 H 7.594 2.634 -0.111
40 F -6.977 -1.600 1.585
41 F 6.561 -10.820 1.405
42 F 0.924 1.505 -1.479
43 C -4.895 3.671 4.682
44 F -5.388 -0.502 -2.496
45 C 1.934 -4.135 -0.997
46 H -3.949 0.893 -0.875
47 C 5.679 -7.380 0.741
48 H 7.420 3.092 -2.534
49 H -0.046 -2.149 0.264
50 F 1.701 -0.249 -0.463
51 C 0.748 0.190 -1.297
52 H -8.288 2.902 -2.121
53 H 11.072 7.587 -5.452
54 C -4.006 -2.119 0.621
55 C 10.187 5.748 -4.811
56 O 0.443 0.299 -3.683
57 C 0.785 -0.569 -2.638
58 O -0.803 -4.068 -0.068
59 F -6.061 3.110 2.713
60 C -3.389 5.487 3.210
61 F -0.427 0.046 -0.636
62 H -4.600 3.119 0.034
63 C 6.741 2.397 -2.065
64 H 7.520 -8.508 0.764
65 H -2.807 6.196 2.637
66 H 5.688 1.939 -3.894
67 C 6.447 -8.524 0.903
68 C 4.986 0.614 -0.857
69 H -2.652 -4.527 0.549
70 C -3.159 5.335 4.570
71 H -1.850 -3.414 1.601
72 C 3.696 -8.621 1.286
73 C 4.914 0.881 -2.207
74 C -9.299 -0.852 4.248
75 H 2.626 -8.659 1.439
76 H 1.799 -0.931 -2.754
77 C 6.836 2.139 -0.703
78 C 10.626 7.051 -4.627
79 H 1.239 0.589 -4.127
80 H -0.293 -3.768 -2.244
81 C -5.751 0.699 -2.001
82 O 1.648 -3.354 -2.090
83 O 2.538 -5.186 -0.992
84 H -0.239 -2.067 -3.699
85 C -8.646 -1.551 3.244
86 H -1.151 -1.446 -2.376
87 C 4.305 -7.425 0.933
88 H -10.099 -1.328 4.798
89 C 10.493 7.664 -3.389
90 C -7.622 -0.927 2.561
91 C -5.264 2.590 -0.634
92 H -2.166 -1.666 -0.328
93 C -4.365 4.730 2.581
94 C -7.335 2.470 -1.849
95 C -8.927 0.452 4.546
96 C -6.968 1.236 -2.366
97 C -3.626 -1.052 1.647
98 H 10.287 5.249 -5.765
99 C -2.018 -3.651 0.553
100 C 0.300 -2.943 -1.859
101 H -4.493 -0.482 1.948
102 C 9.613 5.084 -3.747
103 C 9.916 6.975 -2.331
104 C 0.096 -3.047 -0.317
105 H -4.487 -2.967 1.087


# 6
A molecular structure, BCsH4 in a non-equilibrium geometry, computed with wB97M-V/def2-TZVPD.

Values from the calculation:
Energy relative to the best compared isomer or geometry (same formula, charge and spin), kJ/mol: 932.6
Multiplicity: 1
Gap between HOMO and LUMO, eV: 5.607
Molar mass, g/mol: 147.749

Positions of all 6 atoms, in Å:
1 H -0.349 0.116 0.802
2 B -1.365 0.262 -0.924
3 Cs 1.797 -0.318 -1.003
4 H 1.065 0.037 0.683
5 H -0.819 -0.082 1.597
6 H -0.329 -0.015 -1.155